# 1
Entry from the OMol25 dataset: a 7-piece molecular cluster, C19H42BFIN12O8 overall at a distorted geometry (ωB97M-V with the def2-TZVPD basis set).

Orbital gap: 0.2640 Ha
LUMO: 1.86 eV

The geometry in ORCA input format:
```
! RIJCOSX wB97M-V def2-TZVPD def2/J DEFGRID3
* xyz -1 1
C 0.46 2.43 2.55
C -0.32 1.11 2.54
C -1.69 1.09 2.37
C -2.38 -0.11 2.39
C -1.68 -1.29 2.58
C -2.36 -2.66 2.66
C -3.64 -2.77 1.79
C -2.75 -2.87 4.15
C -0.30 -1.27 2.72
O 0.38 -2.45 2.86
C 1.02 -2.64 4.15
B 2.65 -2.54 3.94
I 3.67 -1.99 5.85
C 3.19 -3.97 3.33
C 3.02 -4.04 1.83
O 3.26 -3.16 1.05
F 2.57 -5.25 1.25
C 0.39 -0.06 2.70
H 1.00 2.49 1.61
H 1.14 2.41 3.42
H -0.19 3.29 2.66
H -2.26 2.00 2.21
H -3.46 -0.18 2.29
H -1.65 -3.42 2.31
H -3.81 -3.84 1.59
H -4.52 -2.39 2.33
H -3.56 -2.28 0.81
H -3.03 -3.91 4.38
H -1.90 -2.53 4.76
H -3.57 -2.18 4.38
H 0.72 -1.88 4.89
H 0.73 -3.63 4.54
H 2.80 -1.72 3.08
H 2.65 -4.84 3.73
H 4.27 -4.05 3.51
H 1.47 -0.12 2.83
C 3.98 -9.15 1.18
O 3.84 -10.34 1.44
N 5.20 -8.53 1.21
N 2.94 -8.35 0.83
H 5.33 -7.56 1.00
H 5.99 -9.09 1.47
H 2.03 -8.77 0.79
H 3.03 -7.37 0.61
C 1.16 4.98 -0.07
O 1.03 4.62 1.08
N 2.28 4.68 -0.81
N 0.21 5.68 -0.76
H 2.41 4.96 -1.76
H 3.00 4.16 -0.35
H -0.64 5.92 -0.26
H 0.31 5.97 -1.71
C -2.41 4.16 -3.11
O -2.80 5.32 -3.04
N -1.26 3.75 -2.52
N -3.08 3.18 -3.77
H -0.93 2.80 -2.56
H -0.72 4.43 -2.01
H -3.94 3.43 -4.23
H -2.75 2.23 -3.81
C -1.46 -0.12 -5.12
O -2.20 0.46 -4.32
N -0.65 0.56 -5.98
N -1.39 -1.47 -5.19
H -0.03 0.11 -6.63
H -0.68 1.56 -5.94
H -1.98 -2.00 -4.57
H -0.79 -1.96 -5.83
C -2.65 9.39 -2.37
O -1.51 9.25 -1.95
N -3.55 8.37 -2.43
N -3.11 10.60 -2.83
H -4.48 8.47 -2.78
H -3.24 7.47 -2.11
H -2.47 11.37 -2.80
H -4.03 10.74 -3.18
C 2.22 -1.35 -3.06
O 2.37 -0.51 -3.94
N 3.23 -2.16 -2.64
N 1.02 -1.54 -2.42
H 3.12 -2.85 -1.92
H 4.12 -2.05 -3.08
H 0.26 -0.95 -2.70
H 0.88 -2.22 -1.70
*
```

# 2
Entry from the OMol25 dataset: a 3-piece molecular cluster, C19H42INO9PS overall at a distorted geometry (ωB97M-V with the def2-TZVPD basis set).

Orbital gap: 0.2532 Ha
LUMO: -3.50 eV

The geometry in ORCA input format:
```
! RIJCOSX wB97M-V def2-TZVPD def2/J DEFGRID3
* xyz 1 1
C 3.65 1.59 2.86
C 2.35 1.92 2.94
C 1.82 3.34 3.01
C 0.31 3.26 2.66
S -0.56 4.80 2.45
O -0.21 5.67 3.54
O -1.93 4.48 2.20
C 2.02 3.94 4.45
C 2.87 5.20 4.25
N 3.68 4.77 3.06
P 5.13 5.81 2.51
O 5.07 5.40 0.95
I 4.13 7.99 2.57
C 2.63 4.31 2.11
H 4.05 0.82 3.51
H 4.35 2.02 2.15
H 1.60 1.14 2.91
H -0.20 2.77 3.48
H 0.16 2.68 1.75
H -0.06 5.30 1.29
H 2.63 3.24 5.03
H 1.10 4.11 5.00
H 2.20 6.01 3.97
H 3.53 5.46 5.08
H 4.15 3.93 3.40
H 5.84 4.86 0.71
H 3.02 3.87 1.20
H 2.03 5.19 1.87
C 4.57 -0.06 -3.79
O 3.52 -0.62 -3.04
C 3.85 -0.85 -1.69
C 2.63 -0.70 -0.80
O 2.22 0.65 -0.57
C 1.62 1.34 -1.66
C 0.22 0.88 -2.02
O 0.25 -0.36 -2.69
C -0.86 -1.18 -2.41
H 5.40 -0.77 -3.91
H 4.17 0.18 -4.78
H 4.95 0.85 -3.33
H 4.63 -0.15 -1.36
H 4.23 -1.87 -1.58
H 2.91 -1.07 0.19
H 1.81 -1.31 -1.16
H 2.26 1.33 -2.54
H 1.54 2.38 -1.32
H -0.23 1.63 -2.67
H -0.38 0.80 -1.10
H -0.98 -1.34 -1.34
H -0.68 -2.15 -2.88
H -1.78 -0.76 -2.82
C -4.36 -5.91 1.46
O -4.99 -5.16 0.44
C -4.55 -3.82 0.39
C -4.58 -3.29 -1.03
O -3.53 -3.76 -1.86
C -3.56 -5.11 -2.28
C -4.62 -5.42 -3.32
O -5.91 -5.46 -2.75
C -6.93 -5.01 -3.62
H -4.67 -5.57 2.46
H -4.66 -6.95 1.33
H -3.27 -5.85 1.38
H -3.54 -3.72 0.79
H -5.23 -3.20 1.00
H -4.43 -2.21 -0.97
H -5.56 -3.46 -1.49
H -3.65 -5.79 -1.44
H -2.59 -5.28 -2.75
H -4.39 -6.40 -3.77
H -4.57 -4.66 -4.12
H -6.71 -4.01 -3.99
H -7.85 -4.98 -3.04
H -7.06 -5.69 -4.47
*
```

# 3
Entry from the OMol25 dataset: C19H42LuNO2P3S as an isolated structure at a distorted geometry (ωB97M-V with the def2-TZVPD basis set).

Orbital gap: 0.2585 Ha
ΔE to the lowest compared entry with this formula, charge and spin: 4.340 eV
LUMO: -8.96 eV

The geometry in ORCA input format:
```
! RIJCOSX wB97M-V def2-TZVPD def2/J DEFGRID3
* xyz 3 1
Lu 0.11 0.01 0.21
P 1.85 1.55 1.97
P -1.61 1.85 0.91
P 0.76 1.54 -1.87
H -1.02 -4.93 1.63
C -0.97 -4.86 0.54
C 0.17 -4.88 -0.13
H 0.91 -4.30 0.37
C 2.34 1.06 3.68
C 1.89 3.34 2.35
C 3.54 1.27 1.28
C -3.22 1.23 0.39
C -1.89 1.83 2.73
C -1.40 3.58 0.55
C 2.14 0.59 -2.64
C 1.54 3.07 -1.29
C -0.54 2.04 -3.02
H -1.89 -4.55 0.04
H 0.21 -5.21 -1.13
H 2.67 0.02 3.75
H 1.56 1.30 4.42
H 3.22 1.69 3.90
H 1.01 3.59 2.97
H 1.93 3.94 1.44
H 2.81 3.47 2.94
H 3.62 0.23 0.96
H 4.21 1.44 2.11
H 3.75 1.97 0.47
H -3.94 2.01 0.61
H -3.48 0.32 0.95
H -3.26 0.99 -0.68
H -2.49 2.73 2.89
H -0.94 1.90 3.28
H -2.43 0.92 3.02
H -2.23 4.07 1.06
H -1.43 3.72 -0.53
H -0.44 3.91 0.95
H 2.32 1.07 -3.61
H 1.93 -0.48 -2.79
H 3.03 0.68 -2.01
H 1.79 3.57 -2.22
H 2.42 2.87 -0.67
H 0.82 3.66 -0.72
H -0.09 2.00 -4.02
H -0.87 3.07 -2.80
H -1.43 1.42 -3.00
C -0.72 -2.10 -3.81
C -1.71 -2.08 -4.82
C -1.80 -3.16 -5.72
C -0.88 -4.20 -5.66
C 0.21 -4.10 -4.79
C 0.35 -3.02 -3.93
S -0.76 -1.05 -2.34
H -0.31 -1.59 -1.14
H -2.41 -1.25 -4.78
H -2.59 -3.14 -6.46
H -1.08 -5.11 -6.22
H 0.98 -4.86 -4.84
H 1.24 -2.93 -3.30
N -1.54 -1.01 4.68
C -0.22 -1.49 4.03
C -0.18 -1.07 2.64
O 0.92 -1.08 1.92
O -1.27 -0.67 2.12
H -1.67 -0.02 4.91
H -1.58 -1.51 5.55
H -2.45 -1.14 4.21
H 0.69 -1.15 4.56
H -0.20 -2.56 3.90
*
```